[1]
A cluster of 2 separate species, C6H14N2O2 in total, computed with wB97M-V/def2-TZVPD.

Geometry as XYZ:
```
24
Properties=species:S:1:pos:R:3
C 2.641 -0.151 -1.069
N 1.504 0.098 -1.865
C 0.313 0.766 -1.591
C -0.297 1.258 -2.857
O -0.072 1.129 -0.485
H 3.056 0.772 -0.465
H 2.537 -1.078 -0.371
H 3.498 -0.443 -1.727
H 1.516 -0.583 -2.571
H -0.041 0.847 -3.817
H -1.383 0.968 -2.810
H -0.298 2.343 -2.997
C -2.555 0.272 2.881
N -1.349 -0.397 2.462
C -1.019 -0.714 1.118
C 0.506 -1.149 1.034
O -1.927 -0.703 0.262
H -3.130 -0.272 3.691
H -2.354 1.327 3.321
H -3.226 0.325 2.032
H -0.768 -0.826 3.166
H 1.233 -0.630 1.462
H 0.727 -2.170 1.256
H 0.887 -0.988 -0.062
```

Calculated values
SMILES: CNC(C)=O.CNC(C)=O
Electronic energy (a.u.): -496.9478
HOMO (eV): -8.9
Energy above the lowest of the compared OMol25 structures with the same formula, charge and spin (eV): 2.987
LUMO level (hartree): 0.029
Orbital gap (eV): 9.72

Atom charges from the Mulliken analysis, given in e for atoms 1 to 6: C -0.73; N -0.23; C 0.73; C -1.10; O -0.59; H 0.25


[2]
A structure of composition C9H6CoN2O4, computed with wB97M-V/def2-TZVPD.

Geometry as XYZ:
```
22
Properties=species:S:1:pos:R:3
O 0.068 -2.849 0.060
C 0.112 -1.736 -0.240
Co 0.102 -0.010 -0.557
O -2.841 -0.027 -1.392
C -1.741 -0.024 -1.054
C 1.740 0.042 -1.115
O 2.829 0.070 -1.500
C 0.053 1.688 -0.119
O -0.013 2.804 0.160
N -1.340 -1.233 5.894
C -1.078 -0.962 4.592
C 0.246 -0.754 4.141
C 0.461 -0.475 2.795
N -0.544 -0.382 1.918
C -1.804 -0.591 2.312
C -2.124 -0.879 3.640
H -0.602 -1.289 6.580
H -2.285 -1.378 6.224
H 1.090 -0.814 4.832
H 1.477 -0.321 2.418
H -2.595 -0.528 1.562
H -3.160 -1.039 3.929
```

Calculated values
Electronic energy (a.u.): -2138.4368
HOMO (alpha / beta) (eV): -18.8 / -21.7
Energy above the lowest of the compared OMol25 structures with the same formula, charge and spin (eV): 1.611
Spin multiplicity: 5
LUMO level (alpha / beta) (hartree): -0.496 / -0.649
Orbital gap (alpha / beta) (eV): 5.30 / 4.01
Net charge: +3

Atom charges from the Mulliken analysis, given in e for atoms 1 to 6: O -0.19; C 0.34; Co 0.38; O -0.12; C 0.36; C 0.20


[3]
A cluster of 13 separate species, C34H101N19O13 in total, computed with wB97M-V/def2-TZVPD.

Geometry as XYZ:
```
167
Properties=species:S:1:pos:R:3
C -2.989 3.237 0.451
O -2.915 2.180 -0.191
N -1.859 3.841 0.926
N -4.149 3.918 0.588
H -0.957 3.413 0.727
H -1.895 4.463 1.713
H -4.170 4.727 1.177
H -4.967 3.417 0.241
C 2.069 -4.888 -0.532
O 1.475 -4.156 -1.328
N 2.662 -6.054 -0.936
N 1.974 -4.740 0.816
H 3.338 -6.532 -0.372
H 2.567 -6.338 -1.893
H 1.403 -4.001 1.219
H 2.385 -5.436 1.406
C 0.345 0.898 0.587
O 0.586 2.112 0.649
N 1.172 -0.047 1.126
N -0.745 0.387 -0.033
H 2.066 0.265 1.466
H 0.895 -1.011 1.139
H -1.487 1.034 -0.265
H -0.717 -0.600 -0.317
C -5.734 2.213 -2.091
O -6.052 2.590 -0.963
N -4.439 2.076 -2.509
N -6.665 1.885 -3.033
H -3.678 2.076 -1.830
H -4.250 1.481 -3.298
H -6.364 1.449 -3.881
H -7.627 1.929 -2.759
C -0.140 -2.821 3.637
O 0.001 -3.112 2.435
N 0.845 -2.284 4.415
N -1.380 -2.826 4.178
H 0.692 -2.270 5.407
H 1.658 -2.034 3.876
H -2.189 -2.916 3.596
H -1.457 -2.589 5.157
C 2.697 1.781 3.991
O 2.655 0.568 3.789
N 1.632 2.571 4.311
N 3.856 2.501 3.812
H 0.712 2.150 4.285
H 1.794 3.514 4.592
H 4.734 2.052 3.627
H 3.879 3.468 4.067
C 3.296 4.174 0.663
C 4.001 2.922 0.111
C 3.466 2.395 -1.223
O 3.890 3.184 -2.326
C 3.532 2.525 -3.525
N 5.453 3.254 0.004
H 2.224 4.086 0.506
H 3.754 4.984 0.084
H 3.550 4.370 1.703
H 3.934 2.208 0.938
H 2.379 2.263 -1.268
H 3.865 1.379 -1.347
H 3.804 1.465 -3.532
H 3.972 2.994 -4.403
H 2.446 2.605 -3.658
H 5.449 4.221 -0.308
H 5.864 2.745 -0.773
C 1.741 -2.068 -8.174
C 0.957 -1.684 -6.934
C 1.773 -1.405 -5.687
O 0.888 -1.216 -4.607
C 1.505 -1.430 -3.355
N -0.040 -0.609 -7.165
H 2.565 -1.361 -8.352
H 1.192 -2.113 -9.111
H 2.297 -2.995 -8.020
H 0.346 -2.569 -6.714
H 2.405 -0.517 -5.847
H 2.510 -2.197 -5.496
H 0.914 -0.983 -2.555
H 2.560 -1.172 -3.235
H 1.497 -2.499 -3.108
H -0.396 -0.354 -6.245
H 0.543 0.216 -7.349
C 1.870 6.452 -2.632
C 1.077 5.492 -3.509
C 0.451 4.375 -2.670
O -0.022 3.359 -3.535
C -0.441 2.224 -2.812
N 0.081 6.306 -4.220
H 2.733 5.954 -2.177
H 1.309 7.006 -1.881
H 2.362 7.166 -3.298
H 1.753 5.050 -4.245
H -0.372 4.779 -2.067
H 1.251 3.971 -2.035
H 0.350 1.466 -2.809
H -1.334 1.780 -3.261
H -0.704 2.385 -1.765
H -0.396 6.853 -3.499
H -0.716 5.729 -4.498
C -1.647 -3.463 -2.412
C -1.794 -3.009 -0.956
C -2.178 -4.185 -0.073
O -3.400 -4.751 -0.530
C -3.958 -5.741 0.282
N -0.491 -2.459 -0.467
H -2.595 -3.868 -2.773
H -0.958 -4.303 -2.524
H -1.304 -2.628 -3.023
H -2.537 -2.210 -0.906
H -2.333 -3.860 0.963
H -1.421 -4.980 -0.112
H -4.001 -5.575 1.366
H -3.340 -6.653 0.238
H -4.940 -5.979 -0.116
H 0.235 -3.053 -0.895
H -0.443 -2.846 0.480
C -3.791 -0.550 1.204
C -5.035 0.015 1.859
C -6.284 -0.549 1.171
O -6.452 -1.923 1.513
C -6.264 -2.843 0.489
N -5.078 -0.249 3.286
H -2.878 -0.137 1.641
H -3.695 -0.279 0.147
H -3.756 -1.644 1.223
H -5.070 1.098 1.703
H -6.247 -0.417 0.090
H -7.146 -0.035 1.604
H -6.370 -3.859 0.897
H -5.259 -2.910 0.055
H -7.022 -2.859 -0.304
H -5.227 -1.244 3.438
H -4.195 -0.034 3.734
C -2.866 0.697 7.365
C -1.949 -0.093 6.433
C -0.769 0.697 5.902
O -1.125 1.717 4.998
C -1.262 1.199 3.653
N -1.486 -1.377 7.000
H -3.229 1.604 6.868
H -2.365 1.038 8.274
H -3.806 0.179 7.564
H -2.655 -0.396 5.647
H 0.045 0.068 5.528
H -0.328 1.218 6.764
H -2.129 0.542 3.563
H -0.330 0.702 3.372
H -1.471 2.063 3.027
H -0.957 -1.106 7.828
H -2.315 -1.873 7.311
C 5.329 -1.401 -1.907
C 5.720 -1.318 -0.433
C 4.686 -1.950 0.457
O 4.900 -1.601 1.829
C 3.886 -2.102 2.653
N 7.052 -1.962 -0.303
H 4.417 -0.825 -2.068
H 5.124 -2.454 -2.113
H 6.120 -1.059 -2.570
H 5.813 -0.253 -0.192
H 4.601 -3.042 0.412
H 3.685 -1.556 0.226
H 3.823 -3.197 2.620
H 2.929 -1.659 2.358
H 4.109 -1.825 3.682
H 7.279 -2.076 0.680
H 7.741 -1.318 -0.676
```

Calculated values
Electronic energy (a.u.): -3374.6746
HOMO (eV): -8.9
Energy above the lowest of the compared OMol25 structures with the same formula, charge and spin (eV): 0.214
LUMO level (hartree): 0.014
Orbital gap (eV): 9.32

Atom charges from the Mulliken analysis, given in e for atoms 1 to 6: C 0.04; O -0.05; N -0.18; N -0.26; H -0.21; H 0.24


[4]
A cluster of 2 separate species, C3H4P2 in total, computed with wB97M-V/def2-TZVPD.

Geometry as XYZ:
```
9
Properties=species:S:1:pos:R:3
C -1.243 -0.420 0.748
C -0.426 0.447 0.133
C 0.951 0.123 -0.238
P 2.451 0.942 0.215
P 2.157 -1.145 -0.176
H -2.285 -0.191 0.790
H -1.118 -1.477 0.757
H -0.882 1.392 -0.108
H 0.395 0.330 -2.120
```

Calculated values
Electronic energy (a.u.): -799.2042
HOMO (alpha / beta) (eV): -7.6 / -7.6
Energy above the lowest of the compared OMol25 structures with the same formula, charge and spin (eV): 3.771
LUMO level (alpha / beta) (hartree): -0.061 / -0.062
Orbital gap (alpha / beta) (eV): 5.95 / 5.87

Atom charges from the Mulliken analysis, given in e for atoms 1 to 6: C -0.84; C 0.13; C -0.20; P -0.04; P -0.01; H 0.27


[5]
A cluster of 2 separate species, C12H24N3O3 in total, computed with wB97M-V/def2-TZVPD.

Geometry as XYZ:
```
42
Properties=species:S:1:pos:R:3
C 2.424 -1.261 0.125
C 2.200 -0.789 -1.298
O 2.906 -1.587 -2.237
C 0.737 -0.744 -1.680
O 0.188 -2.090 -1.483
C -1.021 -2.352 -1.165
N -1.454 -3.568 -1.376
C -2.825 -3.796 -0.899
C -2.935 -2.659 0.110
C -2.105 -1.520 -0.520
C -1.723 -0.415 0.483
C -2.027 0.986 -0.032
N -3.181 1.395 -0.339
H 1.839 -0.677 0.833
H 3.475 -1.156 0.387
H 2.155 -2.316 0.226
H 2.569 0.228 -1.419
H 3.013 -2.473 -1.883
H 0.629 -0.530 -2.741
H 0.196 -0.016 -1.088
H -0.878 -4.258 -1.837
H -2.920 -4.782 -0.455
H -3.518 -3.703 -1.735
H -3.946 -2.356 0.366
H -2.424 -2.976 1.023
H -2.710 -1.089 -1.326
H -0.678 -0.505 0.780
H -2.333 -0.563 1.375
H -1.199 1.683 -0.138
H -3.904 0.686 -0.189
C 0.980 2.294 1.197
O 1.098 1.710 0.123
N 1.547 3.460 1.492
C 1.358 4.111 2.777
C 2.385 4.104 0.487
H 0.372 1.885 2.022
H 0.895 5.089 2.645
H 2.313 4.239 3.286
H 0.709 3.499 3.401
H 1.810 4.308 -0.416
H 3.224 3.464 0.221
H 2.760 5.039 0.894
```

Calculated values
Electronic energy (a.u.): -861.3881
HOMO (eV): -12.2
Energy above the lowest of the compared OMol25 structures with the same formula, charge and spin (eV): 0.000
LUMO level (hartree): -0.105
Orbital gap (eV): 9.34
Net charge: +1

Atom charges from the Mulliken analysis, given in e for atoms 1 to 6: C -1.30; C 0.08; O -0.59; C -0.06; O -0.31; C 0.00


[6]
A cluster of 2 separate species, C5H10O in total, computed with wB97M-V/def2-TZVPD.

Geometry as XYZ:
```
16
Properties=species:S:1:pos:R:3
C 0.947 -0.343 -0.522
C 0.838 1.168 -0.768
C 0.009 1.338 0.497
C -1.328 0.690 0.336
C -0.122 -0.147 0.684
H 1.914 -0.636 -0.097
H 0.882 -0.940 -1.463
H 1.788 1.696 -0.790
H 0.265 1.403 -1.671
H 0.236 2.029 1.296
H -2.041 0.900 1.137
H -1.810 0.589 -0.634
H -0.165 -0.658 1.653
O -0.826 -2.525 0.001
H -0.335 -1.792 -0.392
H -0.251 -2.772 0.733
```

Calculated values
SMILES: C1C[C@H]2C[C@@H]12.O
Electronic energy (a.u.): -271.6562
HOMO (eV): -9.7
Energy above the lowest of the compared OMol25 structures with the same formula, charge and spin (eV): 2.623
LUMO level (hartree): 0.037
Orbital gap (eV): 10.77

Atom charges from the Mulliken analysis, given in e for atoms 1 to 6: C -0.60; C -0.69; C -0.25; C -0.56; C -0.27; H 0.25


[7]
A cluster of 2 separate species, C5H9N in total, computed with wB97M-V/def2-TZVPD.

Geometry as XYZ:
```
15
Properties=species:S:1:pos:R:3
C -0.205 -0.158 -1.782
N -0.867 0.820 -1.364
C -1.099 0.364 -2.793
H 0.549 -0.845 -1.414
H -2.051 -0.122 -3.008
H -0.724 1.023 -3.573
C 1.874 -0.163 1.419
C 0.658 0.379 1.397
C -0.615 -0.349 1.719
H 2.767 0.414 1.186
H 2.025 -1.208 1.685
H 0.547 1.429 1.124
H -0.429 -1.410 1.920
H -1.107 0.087 2.596
H -1.324 -0.262 0.888
```

Calculated values
SMILES: C1=NC1.C=CC
Electronic energy (a.u.): -250.5564
HOMO (eV): -9.6
Energy above the lowest of the compared OMol25 structures with the same formula, charge and spin (eV): 3.009
LUMO level (hartree): 0.041
Orbital gap (eV): 10.67

Atom charges from the Mulliken analysis, given in e for atoms 1 to 6: C -0.11; N -0.34; C -0.27; H 0.31; H 0.20; H 0.21


Question: Which of these has the highest electronic energy?
Answer: C5H9N


Question: Among the records above, which one has the lowest energy above the lowest of the compared OMol25 structures with the same formula, charge and spin?
Answer: C12H24N3O3


Copy entry 1 word for word.
A cluster of 2 separate species, C6H14N2O2 in total, computed with wB97M-V/def2-TZVPD.

Geometry as XYZ:
```
24
Properties=species:S:1:pos:R:3
C 2.641 -0.151 -1.069
N 1.504 0.098 -1.865
C 0.313 0.766 -1.591
C -0.297 1.258 -2.857
O -0.072 1.129 -0.485
H 3.056 0.772 -0.465
H 2.537 -1.078 -0.371
H 3.498 -0.443 -1.727
H 1.516 -0.583 -2.571
H -0.041 0.847 -3.817
H -1.383 0.968 -2.810
H -0.298 2.343 -2.997
C -2.555 0.272 2.881
N -1.349 -0.397 2.462
C -1.019 -0.714 1.118
C 0.506 -1.149 1.034
O -1.927 -0.703 0.262
H -3.130 -0.272 3.691
H -2.354 1.327 3.321
H -3.226 0.325 2.032
H -0.768 -0.826 3.166
H 1.233 -0.630 1.462
H 0.727 -2.170 1.256
H 0.887 -0.988 -0.062
```

Calculated values
SMILES: CNC(C)=O.CNC(C)=O
Electronic energy (a.u.): -496.9478
HOMO (eV): -8.9
Energy above the lowest of the compared OMol25 structures with the same formula, charge and spin (eV): 2.987
LUMO level (hartree): 0.029
Orbital gap (eV): 9.72

Atom charges from the Mulliken analysis, given in e for atoms 1 to 6: C -0.73; N -0.23; C 0.73; C -1.10; O -0.59; H 0.25


Question: electronic energy of number 1 (C6H14N2O2)?
Answer: -496.9478 a.u.